No. 1
The following is a DFT calculation (wB97M-V/def2-TZVPD) of C2H4IPS as an isolated structure at a distorted geometry.

Output
Gap between HOMO and LUMO   8.195 eV
HOMO   -0.318 hartree
Relative energy (zero: lowest compared OMol25 entry of this formula, charge and spin)   308.77 kJ/mol
Net charge   0

Geometry (Å):
1 C -2.477461 -0.172673 -0.434827
2 C -0.007197 0.735574 -0.268755
3 P -1.725377 1.208660 0.252021
4 S 0.634449 -0.621035 0.795822
5 I -4.558864 -0.382517 -0.188072
6 H -1.753088 -1.274717 -1.238855
7 H 0.158720 0.174138 -1.215654
8 H 0.576712 1.696275 -0.232866
9 H -0.146331 -1.542336 0.218307

Atoms 1-3, force components in eV/Å:
C 1.72 -1.27 -1.35
C 0.77 -0.06 -0.29
P -0.48 -2.52 -1.50

Atom charges from the natural (NBO) analysis, given in e for atoms 1 to 8: number 1, C, carries -0.92; number 2, C, carries -0.88; number 3, P, carries 0.74; number 4, S, carries -0.02; number 5, I, carries 0.22; number 6, H, carries 0.25; number 7, H, carries 0.25; number 8, H, carries 0.25

No. 2
The following is a DFT calculation (wB97M-V/def2-TZVPD) of one molecule with the formula C6H11NO2 at a distorted geometry.

Output
Gap between HOMO and LUMO   9.933 eV
HOMO   -0.336 hartree
SMILES   [H]/N=C\[C@@H](O)[C@@H](C)C(=C)O
Relative energy (zero: lowest compared OMol25 entry of this formula, charge and spin)   238.83 kJ/mol
Net charge   0

Geometry (Å):
1 H 2.635019 -0.439318 -1.368906
2 N 2.143216 0.373524 -1.759271
3 C 1.166370 0.755094 -0.992582
4 C 1.128834 0.483202 0.511870
5 O 1.254833 1.734042 1.183967
6 C -0.185869 -0.242779 0.852256
7 C -1.287475 0.674158 1.383574
8 C -0.606165 -1.096564 -0.399962
9 C -1.663519 -0.860740 -1.188142
10 O 0.088252 -2.287739 -0.481051
11 H 0.420302 1.474280 -1.369124
12 H 1.984462 -0.146133 0.779160
13 H 2.093088 2.133223 0.891887
14 H 0.022035 -0.967543 1.650178
15 H -1.480161 1.513135 0.707736
16 H -0.997122 1.093530 2.354015
17 H -2.223710 0.124330 1.528170
18 H -2.206988 0.077975 -1.147081
19 H -1.996062 -1.572965 -1.936205
20 H -0.289339 -2.822713 -1.200488

Atoms 1-3, force components in eV/Å:
H 0.25 0.66 0.45
N -2.39 0.03 0.33
C 2.52 -0.10 -0.53

Atom charges from the natural (NBO) analysis, given in e for atoms 1 to 8: number 1, H, carries 0.33; number 2, N, carries -0.62; number 3, C, carries 0.11; number 4, C, carries 0.03; number 5, O, carries -0.71; number 6, C, carries -0.28; number 7, C, carries -0.61; number 8, C, carries 0.35

No. 3
The following is a DFT calculation (wB97M-V/def2-TZVPD) of a 3-piece molecular cluster, C24H37BFIN2O13S2 overall at a distorted geometry.

Output
Gap between HOMO and LUMO   8.027 eV
HOMO   -0.338 hartree
SMILES   CCOCc1c(CCCI)c2c(c(ON=O)c1B(O)CC)C(=O)N(CC(=O)F)C2=O.CCOS(C)(=O)=O.CCOS(C)(=O)=O
Net charge   0

Geometry (Å):
1 C 3.750025 6.760051 2.292942
2 C 2.420039 6.629485 1.428415
3 O 2.378619 5.440466 0.645094
4 C 1.663434 4.391363 1.321203
5 C 1.373518 3.208216 0.368638
6 C 2.495835 2.350159 -0.082227
7 C 3.967197 2.563926 0.370374
8 C 5.033185 2.607617 -0.800954
9 C 6.302315 1.780290 -0.316241
10 I 7.450748 0.914569 -1.933616
11 C 2.134496 1.255007 -0.957722
12 C 0.780857 0.927525 -1.454985
13 C -0.283092 1.782909 -0.995969
14 O -1.598923 1.466014 -1.426371
15 N -2.045187 2.323279 -2.437918
16 O -1.213825 2.599424 -3.215822
17 C 0.007838 2.899502 -0.086046
18 B -1.295088 3.753042 0.393352
19 O -1.446491 5.127175 0.077769
20 C -2.376593 2.921064 1.268412
21 C -1.559268 1.989560 2.285303
22 C 0.784519 -0.316416 -2.389729
23 O -0.073838 -0.635022 -3.153275
24 N 2.076973 -0.902605 -2.108408
25 C 1.747358 -2.047970 -1.208411
26 C 2.025149 -1.797140 0.311079
27 O 2.929772 -2.293136 0.899405
28 F 1.215357 -0.913407 1.029591
29 C 2.975589 0.124131 -1.608254
30 O 4.154240 -0.045979 -1.727631
31 H 3.967842 5.823993 2.866563
32 H 4.614770 7.103627 1.668011
33 H 3.573358 7.565609 3.061668
34 H 1.572262 6.738102 2.154333
35 H 2.389789 7.529562 0.753525
36 H 2.348395 4.038961 2.151421
37 H 0.753254 4.803596 1.827311
38 H 4.010480 3.566929 0.879067
39 H 4.224012 1.813493 1.171597
40 H 4.650668 2.283627 -1.794065
41 H 5.382168 3.672829 -0.897957
42 H 6.970646 2.518163 0.205686
43 H 6.053878 0.986211 0.425117
44 H -2.156011 5.144971 -0.592923
45 H -2.960725 2.198987 0.628788
46 H -3.051379 3.605158 1.839252
47 H -1.019479 1.163139 1.762952
48 H -0.792201 2.607065 2.818685
49 H -2.218508 1.526585 3.059609
50 H 2.265382 -2.989071 -1.505002
51 H 0.637256 -2.216426 -1.304357
52 C -6.427503 -3.745038 -0.926538
53 C -5.128675 -3.254791 -0.315155
54 O -4.391347 -2.423389 -1.221173
55 S -4.893020 -0.913568 -1.453451
56 C -3.460773 -0.335204 -2.306316
57 O -4.977470 -0.251794 -0.182196
58 O -5.997442 -0.927743 -2.366655
59 H -7.120731 -2.919268 -1.092403
60 H -6.914185 -4.466562 -0.268401
61 H -6.244680 -4.212302 -1.895977
62 H -5.307411 -2.729794 0.626510
63 H -4.491962 -4.112143 -0.090131
64 H -2.616572 -0.360212 -1.630042
65 H -3.657462 0.684247 -2.627302
66 H -3.286558 -0.969433 -3.174004
67 C 0.643863 -5.128901 2.026363
68 C -0.562488 -4.788115 1.179546
69 O -0.815110 -5.787072 0.183682
70 S -1.492379 -7.169237 0.645253
71 C -1.867189 -7.780439 -0.968673
72 O -2.718159 -6.878144 1.330558
73 O -0.486974 -8.005966 1.227732
74 H 0.469314 -6.014535 2.638736
75 H 0.892068 -4.304268 2.696715
76 H 1.508138 -5.344231 1.394963
77 H -1.451406 -4.628499 1.794848
78 H -0.368239 -3.854756 0.647063
79 H -2.602998 -7.127371 -1.432969
80 H -2.273174 -8.784092 -0.854441
81 H -0.950086 -7.815583 -1.553422

Atoms 1-3, force components in eV/Å:
C -0.67 0.45 0.02
C 1.24 1.22 0.89
O -1.01 -0.01 0.33

Atom charges from the Mulliken analysis, given in e for atoms 1 to 8: number 1, C, carries -0.99; number 2, C, carries -0.28; number 3, O, carries -0.36; number 4, C, carries -1.04; number 5, C, carries 0.20; number 6, C, carries 0.03; number 7, C, carries -0.81; number 8, C, carries -0.60

No. 4
The following is a DFT calculation (wB97M-V/def2-TZVPD) of one molecule with the formula C6H10O.

Output
Gap between HOMO and LUMO   10.887 eV
HOMO   -0.361 hartree
SMILES   O=CCCC1CC1
Relative energy (zero: lowest compared OMol25 entry of this formula, charge and spin)   83.35 kJ/mol
Net charge   0

Geometry (Å):
1 O 1.637545 -0.901127 2.156081
2 C 2.029112 -1.012148 1.018339
3 C 1.588561 -0.143685 -0.140575
4 C 0.470170 0.837751 0.236572
5 C -0.802393 0.743962 -0.595830
6 C -1.482394 -0.576819 -0.835455
7 C -2.102232 0.424604 0.092426
8 H 2.760762 -1.805965 0.756310
9 H 2.494320 0.351965 -0.518526
10 H 1.281766 -0.822637 -0.948497
11 H 0.840335 1.868437 0.202977
12 H 0.228126 0.653610 1.288036
13 H -0.863716 1.447022 -1.424464
14 H -1.968985 -0.721260 -1.795825
15 H -1.043234 -1.481217 -0.420113
16 H -3.015750 0.912163 -0.232359
17 H -2.052000 0.225341 1.160900

Atoms 1-3, force components in eV/Å:
O 0.21 -0.10 -0.50
C -0.13 0.00 0.24
C -0.05 0.02 0.03

Atom charges from the natural (NBO) analysis, given in e for atoms 1 to 8: number 1, O, carries -0.53; number 2, C, carries 0.45; number 3, C, carries -0.52; number 4, C, carries -0.42; number 5, C, carries -0.22; number 6, C, carries -0.43; number 7, C, carries -0.41; number 8, H, carries 0.11